The following is a DFT calculation (ωB97M-V/def2-TZVPD) of a 12-piece molecular cluster, C54H66N6O18 overall.

XYZ file:
```
144
Properties=species:S:1:pos:R:3:forces:R:3
O -1.73347 0.91117 5.27297 0.6 0.1 0.1
N -0.74585 0.39048 5.77037 -0.3 -0.7 0.3
O 0.06589 0.94401 6.48862 -0.1 0.3 -0.3
C -0.56975 -1.05075 5.55476 -0.3 -1.2 -0.3
C -1.48866 -1.74638 4.78606 -0.2 1.1 0.7
C -1.41929 -3.12990 4.63320 -0.6 1.2 0.3
C -0.39715 -3.85563 5.23189 -0.8 1.1 -0.1
C 0.62586 -3.11535 5.86914 -0.5 0.3 0.4
C 0.48770 -1.76067 6.10754 0.7 0.8 -0.7
H -2.31672 -1.14009 4.44228 -0.1 -0.4 -0.5
H -2.26845 -3.46588 4.05003 0.3 -0.9 0.0
H -0.40620 -4.92745 5.09582 0.2 0.2 0.3
H 1.59110 -3.54095 6.10867 -0.6 -0.1 0.5
H 1.30671 -1.18643 6.52283 -0.1 -0.2 0.4
O -0.79352 -2.97744 -1.26109 -0.4 0.1 -0.1
N -0.86382 -1.83233 -1.67317 0.4 -1.1 -1.3
O -0.99927 -1.57630 -2.86605 -0.1 0.5 0.7
C -0.67499 -0.78402 -0.70760 -0.9 0.4 1.3
C -0.75227 -1.18739 0.63415 1.0 0.7 -0.1
C -0.45482 -0.23335 1.60596 -1.3 -1.1 0.4
C -0.27069 1.05880 1.24825 -0.2 2.1 -0.5
C -0.40628 1.47997 -0.07123 0.6 0.2 0.2
C -0.60912 0.57024 -1.07031 0.2 -1.2 -0.5
H -0.96941 -2.18817 0.97365 -0.1 -0.1 -0.4
H -0.63617 -0.48093 2.64325 0.5 -0.2 0.1
H -0.15963 1.88157 1.94859 0.2 -0.4 0.4
H -0.25774 2.52702 -0.28663 -0.2 -0.1 -0.2
H -0.69358 0.85417 -2.11048 0.0 0.0 0.0
O 3.44640 -5.88001 4.10056 0.1 0.0 -0.2
N 2.31643 -5.46225 3.95145 0.4 -0.8 0.4
O 1.65196 -4.98452 4.85273 1.2 -1.1 -0.8
C 1.69679 -5.57774 2.65163 -0.2 -0.1 -0.9
C 2.20888 -6.50545 1.72850 0.0 -0.6 1.9
C 1.64110 -6.67691 0.50462 -0.4 0.9 -1.0
C 0.64322 -5.77213 0.09767 0.6 -1.2 0.7
C 0.16581 -4.86286 1.02453 -1.1 0.0 -0.7
C 0.61291 -4.77600 2.34088 0.5 0.1 -1.1
H 2.88666 -7.26132 2.10693 0.4 0.4 -0.1
H 2.00033 -7.45331 -0.15728 -0.1 0.0 0.0
H 0.20112 -5.93425 -0.87456 -0.1 0.4 0.0
H -0.65883 -4.26604 0.64906 0.1 0.2 0.5
H 0.19816 -4.00086 2.96693 0.2 -0.3 0.2
O -1.23239 7.62575 -3.25513 0.0 -0.4 0.1
N -1.53029 6.90096 -2.31855 -0.6 0.8 -0.2
O -2.68366 6.70587 -1.96483 0.6 -0.5 0.1
C -0.43255 6.34981 -1.53296 1.4 -0.8 1.1
C -0.58657 5.25062 -0.65493 -1.4 1.2 0.4
C 0.44647 4.89676 0.17829 1.4 0.4 -0.9
C 1.71258 5.47859 -0.03296 -0.4 -0.8 0.8
C 1.90901 6.56288 -0.86534 -0.4 -1.6 0.5
C 0.80669 6.98475 -1.59345 0.2 1.0 -0.7
H -1.57305 4.83847 -0.47937 0.0 -0.1 -0.4
H 0.41454 4.12219 0.93021 -0.4 -0.1 -0.1
H 2.52124 4.96079 0.47207 0.2 0.5 0.1
H 2.93641 6.88424 -0.94366 -0.2 0.7 -0.4
H 0.96277 7.85357 -2.22005 -0.4 -0.1 -0.2
O 1.93669 -3.04889 -1.34467 -0.2 0.4 -0.1
N 2.99380 -3.51742 -0.99244 0.1 -0.6 0.0
O 3.74649 -4.14279 -1.71454 0.1 0.0 0.0
C 3.37881 -3.36319 0.40357 0.9 0.6 1.0
C 2.57702 -2.64452 1.26997 -1.6 0.9 -0.7
C 2.91995 -2.35756 2.56971 1.4 -0.8 0.1
C 4.15064 -2.85296 2.99468 0.4 0.6 0.6
C 5.00893 -3.55046 2.15292 -0.9 -0.5 -0.1
C 4.62028 -3.80929 0.84509 0.1 -0.2 -0.2
H 1.63403 -2.22419 0.93190 0.1 -0.3 -0.3
H 2.28789 -1.80939 3.25217 -0.2 0.1 -0.1
H 4.51312 -2.61513 3.98951 -0.2 -0.2 0.1
H 5.87634 -4.04224 2.56834 0.3 0.3 -0.1
H 5.28068 -4.35114 0.18325 -0.1 0.0 -0.1
O -0.44892 3.23226 -8.66580 0.2 0.5 0.3
N -1.00554 2.18116 -8.87442 0.2 -0.5 -0.7
O -1.64436 1.91951 -9.86830 -0.5 0.1 -0.4
C -0.84924 1.10385 -7.91568 0.7 -0.1 1.1
C -1.74810 0.05077 -7.87035 -0.6 0.0 0.7
C -1.67643 -0.85011 -6.81046 0.3 -0.2 -0.3
C -0.66925 -0.76782 -5.85628 -0.1 -0.4 -0.9
C 0.29808 0.20232 -6.02161 0.4 1.0 0.4
C 0.21239 1.18760 -7.00868 -0.7 -0.9 0.2
H -2.60728 -0.04153 -8.51768 0.3 0.3 -0.4
H -2.37021 -1.67951 -6.77174 -0.2 0.1 0.0
H -0.61117 -1.53495 -5.09950 0.1 0.2 0.2
H 1.11411 0.30544 -5.31562 0.0 -0.3 0.0
H 0.96103 1.96085 -7.03151 -0.1 0.1 -0.3
C 2.29767 1.78727 3.98637 0.3 0.1 0.0
C 3.08305 2.71190 3.08004 -0.4 1.2 0.2
C 4.10671 3.63710 3.71537 -0.2 -0.6 0.1
O 2.83804 2.84148 1.90211 -0.2 -0.5 -0.1
H 1.27520 2.16477 3.97316 -0.1 -0.2 0.0
H 2.65514 1.84086 5.01334 0.0 -0.1 0.0
H 2.32368 0.75444 3.64000 -0.1 0.0 -0.1
H 4.99745 3.00423 3.78155 0.3 0.4 0.0
H 3.84635 3.95850 4.72420 -0.1 -0.2 0.0
H 4.23514 4.51950 3.09708 0.3 -0.2 -0.2
C 1.53466 3.85481 -3.25498 -0.3 -0.7 0.5
C 2.57093 4.38375 -4.20686 -0.9 0.3 -0.6
C 2.40874 3.99010 -5.65069 -0.2 -0.6 -0.2
O 3.38703 5.20509 -3.87291 0.3 -0.1 0.3
H 1.88777 4.02679 -2.24170 -0.3 0.1 0.1
H 1.22338 2.80946 -3.36371 0.9 -0.3 -0.2
H 0.53612 4.26966 -3.42865 0.3 0.8 0.0
H 3.10485 3.18666 -5.90743 0.2 0.2 0.0
H 2.55090 4.84676 -6.30425 0.2 0.0 0.0
H 1.42285 3.55295 -5.81585 -0.1 0.3 0.0
C -0.69670 3.98586 4.49685 -0.6 0.6 -1.3
C -0.48571 5.07622 5.54126 -0.1 -1.0 0.2
C 0.62442 4.86268 6.55477 -0.5 0.7 -0.1
O -1.24126 6.01170 5.61929 0.1 0.2 -0.2
H -1.61416 4.22463 3.95140 -0.2 -0.1 0.4
H -0.77224 2.96441 4.85635 0.1 0.1 0.4
H 0.00907 4.00698 3.65747 0.6 0.1 0.5
H 1.54338 5.30979 6.16959 0.2 -0.4 -0.1
H 0.71902 3.80778 6.80347 0.3 0.0 -0.1
H 0.36020 5.45366 7.43133 0.0 -0.2 0.1
C 0.86383 -5.31534 -3.42203 0.3 0.3 0.0
C -0.04295 -6.52543 -3.49471 1.1 0.6 -0.4
C -1.29079 -6.40402 -4.31667 0.3 0.6 -0.4
O 0.26270 -7.55429 -2.94793 -0.2 -0.5 0.4
H 1.86710 -5.51325 -3.04491 -0.2 -0.5 0.1
H 0.44464 -4.56346 -2.74858 -0.2 0.1 -0.2
H 1.01902 -4.83816 -4.39209 -0.4 0.0 -0.1
H -1.15409 -6.93513 -5.26171 -0.2 -0.6 0.3
H -1.41392 -5.38275 -4.68079 -0.4 0.1 0.5
H -2.11205 -6.76372 -3.70281 -0.3 -0.1 -0.4
C -3.60564 1.85031 -4.24677 1.1 -0.4 0.2
C -3.61043 2.93509 -3.17554 -0.8 -0.2 -0.9
C -4.91933 3.72061 -3.08148 1.4 0.6 -0.2
O -2.62930 3.18001 -2.52423 0.2 0.1 0.4
H -4.41248 1.12302 -4.16913 -0.3 0.3 0.0
H -2.66801 1.29111 -4.17376 -0.1 0.0 0.2
H -3.56917 2.28416 -5.24810 -0.4 0.2 0.1
H -4.66490 4.73964 -2.78250 -0.1 -0.1 0.5
H -5.57627 3.23344 -2.36644 -0.3 0.1 -0.2
H -5.29748 3.83892 -4.09620 -0.6 -0.5 0.1
C -5.98680 -3.12838 1.78241 -0.4 0.4 0.1
C -4.91430 -2.17886 2.23632 -0.1 -0.9 -0.2
C -5.34303 -0.96926 3.02292 1.0 0.3 -0.4
O -3.75355 -2.47077 2.04434 0.2 0.5 0.2
H -6.16974 -3.77644 2.64431 -0.1 -0.2 -0.2
H -5.68615 -3.70672 0.91452 0.1 -0.1 0.1
H -6.90970 -2.58417 1.57882 -0.1 -0.1 0.0
H -5.58096 -1.25485 4.04691 -0.1 0.0 0.0
H -6.16877 -0.43737 2.55724 -0.2 -0.1 0.1
H -4.46147 -0.32404 3.01440 -0.2 0.2 0.3
```
Positions in Å, forces in eV/Å.

* HOMO-LUMO gap: 8.553 eV
* total charge: 0
* molecular weight: 1087.15 g mol⁻¹
* SMILES: O=[N+]([O-])c1ccccc1.O=[N+]([O-])c1ccccc1.O=[N+]([O-])c1ccccc1.O=[N+]([O-])c1ccccc1.O=[N+]([O-])c1ccccc1.O=[N+]([O-])c1ccccc1.CC(C)=O.CC(C)=O.CC(C)=O.CC(C)=O.CC(C)=O.CC(C)=O
* LUMO energy: -1.05 eV
* energy relative to the best compared isomer or geometry (same formula, charge and spin): 1691.3 kJ/mol

Atomic partial charges in e from the Mulliken method, atoms 1 to 2:
1. O -0.6618
2. N 1.1062